(1)
Molecular formula: C25H44AlCl3N4O3Si
Method: DFT, ωB97M-V/def2-TZVPD

Structure (XYZ):
```
81
Properties=species:S:1:pos:R:3:forces:R:3
C 2.8952 -2.1788 -3.4344 0.187 -0.125 0.042
C 2.1213 -1.5742 -4.5672 -0.450 0.127 -0.604
H 2.9948 -3.2625 -3.5581 0.029 0.230 0.149
H 2.3936 -1.9758 -2.4773 0.119 -0.056 -0.223
H 3.9114 -1.7545 -3.3778 -0.260 -0.091 0.026
C 1.9297 -2.1644 -5.7558 0.248 0.489 0.586
C 2.5672 -3.4492 -6.1643 -0.121 -0.523 -0.259
H 1.2978 -1.6914 -6.5093 0.277 0.113 0.229
H 2.5606 -4.1922 -5.3586 0.051 0.084 -0.176
H 3.6087 -3.3172 -6.4914 -0.202 0.047 0.123
H 2.0206 -3.8674 -7.0152 0.133 -0.092 0.122
Al 0.3168 -0.1656 3.7636 0.522 -0.768 0.898
Cl 1.8083 1.2047 4.7124 0.654 0.390 -0.108
Cl 1.5190 -0.9253 1.9823 0.000 0.288 0.119
C 0.2331 2.1319 2.2578 -0.608 -0.678 0.259
O -0.4895 1.2346 2.7993 0.366 1.292 -0.830
N -0.2598 3.0923 1.4905 -0.167 -0.322 0.046
C -1.6880 3.1148 1.1687 0.065 0.017 -0.014
C 0.6128 4.1126 0.9039 0.130 -0.208 0.067
H 1.3112 2.1134 2.4247 -0.068 0.151 -0.043
H -2.2205 2.4930 1.8924 0.097 0.165 -0.164
H -1.8658 2.7202 0.1565 0.104 0.133 0.278
H -2.0434 4.1483 1.2227 0.008 -0.180 -0.014
H 1.6066 3.9828 1.3473 -0.194 0.164 -0.200
H 0.2339 5.1161 1.1440 0.088 -0.322 -0.031
H 0.6873 4.0053 -0.1909 -0.127 -0.034 0.403
H 0.5866 -4.8024 2.7232 -0.250 0.315 0.162
H -0.2700 -2.9816 0.8700 -0.239 -0.025 0.166
C -0.3945 -4.6915 3.2073 -0.505 -0.323 0.192
C -1.2233 -3.2583 1.3421 0.339 0.108 -0.024
N -1.0590 -3.4678 2.7782 -0.037 0.749 -0.059
H -0.2626 -4.6452 4.2901 0.112 -0.100 -0.178
C -1.1749 -2.4546 3.6356 0.377 0.232 -0.094
O -1.2004 -1.2269 3.2978 -0.825 -1.257 -0.217
H -1.9571 -2.4637 1.1801 0.219 -0.145 -0.008
H -1.2507 -2.7473 4.6919 0.013 0.140 -0.405
H -1.0084 -5.5597 2.9439 0.080 0.084 0.059
H -1.5852 -4.1974 0.9134 -0.002 0.153 0.034
O 0.3026 -0.4638 -3.5101 -0.270 0.144 -0.319
C 1.4994 -0.2170 -4.2424 -0.284 0.134 0.003
C 0.1613 0.6744 -6.2731 0.330 0.208 0.048
C 1.3214 0.6680 -5.4918 0.147 -0.217 0.257
H -0.6980 0.0713 -5.9637 0.276 0.271 -0.102
C 0.1291 1.4409 -7.4478 0.015 -0.084 0.180
H 2.2100 0.2984 -3.5748 -0.042 0.041 -0.167
C 2.4377 1.4169 -5.8975 -0.378 -0.221 -0.061
H -0.7859 1.4634 -8.0387 0.226 -0.013 0.067
C 1.2476 2.1674 -7.8624 0.031 -0.101 0.243
C 2.4106 2.1468 -7.0844 -0.164 -0.091 0.180
H 3.3305 1.3771 -5.2669 -0.186 0.130 -0.293
H 1.2211 2.7556 -8.7810 -0.044 -0.198 0.254
H 3.2935 2.7031 -7.3936 -0.199 -0.074 0.024
Si -0.5715 0.4062 -2.3718 0.433 -0.348 -0.950
Cl 1.0784 -1.9962 4.9622 0.552 -0.154 0.543
C -2.3756 0.0621 -2.7455 -0.078 -0.043 0.007
C -0.2222 2.2303 -2.6473 0.003 0.206 0.094
C -0.0422 -0.2703 -0.7384 -0.028 0.108 0.277
H -2.5730 0.1918 -3.8197 0.043 0.017 0.267
H -3.0378 0.7447 -2.1914 0.126 -0.187 -0.116
H -2.6442 -0.9703 -2.4788 0.055 0.251 -0.054
H -0.2040 -1.3568 -0.6909 -0.029 0.292 -0.119
H -0.5708 0.1668 0.1171 0.050 -0.082 -0.047
H 1.0276 -0.1208 -0.5481 -0.216 0.046 -0.095
H -0.3898 2.4911 -3.7044 0.029 -0.107 0.293
H 0.8171 2.4937 -2.4025 -0.210 -0.051 -0.039
H -0.8905 2.8610 -2.0411 0.179 -0.091 -0.126
C -0.7009 0.7238 9.2204 0.091 0.019 0.547
C -1.0685 0.6419 7.7907 -0.632 -0.003 -1.098
C -2.2908 0.8571 7.1579 0.428 -0.099 -0.023
C -2.0792 0.6434 5.7785 1.355 -0.204 1.412
N -0.7859 0.3152 5.5795 -1.007 0.134 0.209
N -0.2075 0.3151 6.8123 -0.228 0.061 -0.422
C -3.1195 0.7600 4.7452 -0.393 0.080 -0.584
H -0.9117 1.7267 9.6170 0.125 -0.250 -0.128
H -1.3001 0.0142 9.8072 0.228 0.137 -0.130
H 0.3610 0.5020 9.3752 -0.231 0.045 0.003
H -3.2219 1.1314 7.6218 -0.032 0.030 0.078
H 0.7832 0.0967 6.8944 -0.328 0.056 -0.303
H -3.9298 0.0494 4.9592 0.159 0.172 -0.124
H -3.5461 1.7719 4.7816 0.041 -0.237 -0.104
H -2.7275 0.5601 3.7486 -0.108 0.051 0.110
```
Positions in Å, forces in eV/Å.

Summary:
Frontier orbital gap = 8.848 eV
Highest occupied orbital energy = -8.41 eV
Calculated total energy = -90793.28502 eV
Maximum force = 1.97 eV/A
LUMO level = 0.0161 Eh

***

(2)
Molecular formula: C44H30BrNO13P2S2
Method: DFT, ωB97M-V/def2-TZVPD

Structure (XYZ):
```
93
Properties=species:S:1:pos:R:3:forces:R:3
N -0.5647 -5.2847 -1.2972 1.723 0.629 2.269
P -0.5207 -4.4214 0.3026 -1.892 -0.289 -0.295
O -1.2299 -5.4457 1.5478 2.613 -0.329 -2.971
C 1.3804 -4.2262 0.6811 0.758 -0.356 -0.137
Br 2.0990 -5.9911 1.4072 -0.352 0.942 0.122
O 2.2316 -4.0472 -0.5412 0.037 1.352 3.013
S 3.6206 -3.1859 -0.0419 5.432 -0.549 -2.069
O 4.1430 -2.5039 -1.3297 -2.996 -2.019 5.131
O 4.8032 -3.9944 0.6210 -5.819 2.940 -1.933
O 2.7959 -2.2135 1.1288 0.452 -2.124 -1.676
C 1.5520 -2.8817 1.6225 1.007 -0.040 -1.142
P 1.8636 -3.1211 3.5189 -0.193 0.722 2.453
O 0.8113 -4.3922 4.0802 3.274 0.524 -0.351
O 3.5680 -3.4348 3.7413 -3.441 -1.633 -0.722
S 1.3105 -1.4653 4.4508 0.858 -1.590 -1.219
H 0.2590 -5.9296 -1.2834 -0.867 0.446 -0.542
H -0.3581 -4.5195 -1.9812 -0.265 -0.877 0.625
H -0.8964 -6.3888 1.4279 -0.526 1.439 0.430
H 0.7531 -2.0273 1.4592 1.179 -2.241 0.458
H 1.2670 -4.9871 4.7630 -0.790 1.241 -1.358
H 3.7723 -4.4134 3.6240 -0.247 1.548 -0.077
O -4.7856 -2.4362 0.1363 -0.601 -0.390 0.075
C -5.8132 -3.0875 0.2782 1.250 0.775 -0.170
C -5.7716 -4.5640 0.2617 0.346 -0.558 -0.052
C -4.5446 -5.2215 0.1035 0.000 -0.315 0.009
C -4.4919 -6.6159 0.1269 -0.135 0.362 0.025
C -5.6597 -7.3561 0.3091 -0.255 0.287 0.017
C -6.8855 -6.7034 0.4493 0.272 -0.181 -0.031
C -6.9424 -5.3047 0.4193 0.364 -0.529 -0.008
C -8.2456 -4.6233 0.5504 -1.289 -0.808 0.116
O -9.2804 -5.2749 0.6338 0.646 0.405 -0.049
C -8.2851 -3.1480 0.5868 -0.351 0.544 0.052
C -9.5128 -2.4919 0.7472 -0.005 0.318 0.026
C -9.5562 -1.0987 0.8167 0.128 -0.359 -0.029
C -8.3777 -0.3584 0.7270 0.289 -0.286 -0.058
C -7.1547 -1.0097 0.5526 -0.291 0.175 0.041
C -7.1088 -2.4079 0.4769 -0.358 0.569 0.095
H -3.6282 -4.6501 -0.0337 -0.330 0.005 0.071
H -3.5378 -7.1248 0.0084 -0.158 0.133 0.005
H -5.6169 -8.4426 0.3401 -0.033 0.201 -0.013
H -7.7938 -7.2879 0.5860 0.130 0.305 -0.045
H -10.4363 -3.0635 0.8229 0.335 -0.014 -0.026
H -10.5098 -0.5913 0.9453 0.174 -0.116 -0.024
H -8.4104 0.7271 0.7908 0.032 -0.210 -0.020
H -6.2396 -0.4241 0.4803 -0.138 -0.307 -0.018
O 5.5117 3.7360 -5.0344 -0.603 -0.245 0.180
C 4.4477 3.2265 -4.7051 1.283 0.512 -0.319
C 4.3991 2.2377 -3.6088 0.313 -0.293 0.388
C 5.5759 1.8977 -2.9288 -0.028 -0.218 0.228
C 5.5316 0.9945 -1.8659 -0.125 0.229 -0.267
C 4.3163 0.4306 -1.4784 -0.233 0.274 -0.118
C 3.1455 0.7546 -2.1659 0.300 -0.060 0.177
C 3.1880 1.6551 -3.2372 0.274 -0.330 0.466
C 1.9475 1.9781 -3.9699 -1.248 -0.725 0.412
O 0.8934 1.4248 -3.6787 0.618 0.353 -0.188
C 1.9924 2.9809 -5.0524 -0.332 0.352 -0.458
C 0.8142 3.3215 -5.7301 0.002 0.237 -0.222
C 0.8407 4.2928 -6.7319 0.105 -0.236 0.276
C 2.0396 4.9257 -7.0588 0.275 -0.181 0.245
C 3.2176 4.5774 -6.3946 -0.285 0.103 -0.176
C 3.1950 3.5986 -5.3924 -0.334 0.402 -0.450
H 6.5272 2.3381 -3.2221 -0.310 -0.004 -0.060
H 6.4455 0.7350 -1.3360 -0.167 0.055 -0.106
H 4.2798 -0.2636 -0.6418 0.020 0.294 -0.269
H 2.2012 0.3065 -1.8611 0.156 0.188 -0.217
H -0.1264 2.8351 -5.4769 0.326 0.030 0.076
H -0.0758 4.5588 -7.2542 0.166 -0.064 0.113
H 2.0585 5.6897 -7.8331 0.021 -0.149 0.151
H 4.1501 5.0741 -6.6581 -0.145 -0.244 0.185
O 5.0033 4.5723 3.5239 -0.674 0.058 -0.213
C 3.8452 4.6641 3.1360 1.392 -0.117 0.423
C 3.5340 4.6245 1.6925 0.202 -0.062 -0.595
C 4.5701 4.4596 0.7641 -0.091 -0.034 -0.302
C 4.2800 4.3811 -0.5987 -0.011 0.033 0.341
C 2.9589 4.4652 -1.0377 -0.184 0.050 0.365
C 1.9270 4.6472 -0.1156 0.212 -0.046 -0.259
C 2.2157 4.7332 1.2517 0.211 -0.102 -0.577
C 1.1196 4.9437 2.2182 -1.417 0.169 -0.519
O -0.0321 5.0941 1.8266 0.707 -0.090 0.257
C 1.4279 4.9635 3.6618 -0.210 0.052 0.625
C 0.3903 5.1264 4.5893 0.071 -0.018 0.315
C 0.6677 5.1126 5.9570 0.041 -0.011 -0.380
C 1.9776 4.9361 6.4017 0.220 -0.023 -0.352
C 3.0151 4.7881 5.4787 -0.250 0.037 0.241
C 2.7403 4.8072 4.1050 -0.232 0.016 0.646
H 5.6032 4.3876 1.0998 -0.312 0.021 0.089
H 5.0852 4.2485 -1.3181 -0.147 0.025 0.145
H 2.7316 4.3912 -2.0989 0.018 0.046 0.180
H 0.8985 4.7172 -0.4661 0.201 0.016 0.256
H -0.6355 5.2597 4.2496 0.320 -0.059 -0.092
H -0.1397 5.2352 6.6757 0.141 -0.024 -0.153
H 2.1926 4.9157 7.4680 -0.018 0.003 -0.211
H 4.0355 4.6540 5.8342 -0.201 0.039 -0.271
```
Positions in Å, forces in eV/Å.

Summary:
Frontier orbital gap = 8.434 eV
Highest occupied orbital energy = -9.48 eV
Calculated total energy = -184512.04359 eV
SMILES = NP(O)[C@@]1(Br)OS(=O)(=O)O[C@@H]1P(O)(O)=S.O=C1c2ccccc2C(=O)c2ccccc21.O=C1c2ccccc2C(=O)c2ccccc21.O=C1c2ccccc2C(=O)c2ccccc21
Maximum force = 6.80 eV/A
LUMO level = -0.0384 Eh

***

(3)
Molecular formula: C4H8O2
Method: DFT, ωB97M-V/def2-TZVPD

Structure (XYZ):
```
14
Properties=species:S:1:pos:R:3:forces:R:3
C -2.3248 0.3337 -0.2080 -0.291 0.112 0.001
O -1.1437 -0.4122 -0.3993 0.081 -0.122 0.034
C -0.2064 -0.1189 0.5945 0.100 -0.005 0.182
C 0.8409 -1.2124 0.8527 -0.073 0.166 0.693
C 2.2646 -0.1172 -0.5548 -0.016 0.095 -0.495
O 2.0671 -0.7297 0.7351 -0.291 -0.601 0.022
H -2.8093 0.0586 0.7404 0.050 0.027 -0.140
H -2.1255 1.4174 -0.1908 0.025 -0.187 -0.040
H -3.0004 0.1095 -1.0355 0.107 0.009 0.098
H -0.6688 -0.1989 1.5972 -0.089 0.197 0.004
H 0.1659 0.9201 0.5018 0.063 -0.226 -0.118
H 1.5933 -0.6508 -1.2302 0.228 0.370 -0.360
H 2.0559 0.9506 -0.5741 0.151 -0.033 0.091
H 3.2912 -0.3498 -0.8290 -0.044 0.199 0.029
```
Positions in Å, forces in eV/Å.

Summary:
Frontier orbital gap = 8.593 eV
Highest occupied orbital energy = -8.28 eV
Calculated total energy = -8367.92129 eV
Maximum force = 0.72 eV/A
LUMO level = 0.0116 Eh

***

(4)
Molecular formula: C10H17BF2MoN6OS
Method: DFT, ωB97M-V/def2-TZVPD

Structure (XYZ):
```
39
Properties=species:S:1:pos:R:3:forces:R:3
Mo -0.8074 -0.4712 -0.2375 0.505 0.370 -0.251
O -1.6908 -1.2409 1.4732 0.220 0.318 -0.304
N -2.3514 -0.3681 2.2601 -0.130 0.422 0.320
C -3.0769 -0.8807 3.2787 0.089 -0.366 -0.088
C -3.7414 -0.0695 4.1504 -0.019 0.198 0.011
C -3.6634 1.3188 3.9799 0.056 -0.137 -0.074
C -2.9308 1.8201 2.9324 -0.076 -0.012 0.123
C -2.2666 0.9609 2.0549 0.050 -0.088 -0.110
S -1.3978 1.5326 0.6565 -0.106 -0.134 0.005
H -3.0670 -1.9602 3.3160 -0.025 0.022 0.042
H -4.3167 -0.5064 4.9521 0.006 -0.042 -0.007
H -4.1778 1.9840 4.6581 -0.011 0.015 0.009
H -2.8535 2.8822 2.7503 0.004 0.015 -0.009
C 4.7767 -0.1580 -1.2439 0.048 -0.006 -0.073
N 3.6390 -0.5088 -0.4030 -0.013 0.046 -0.126
C 3.8801 -1.0511 0.9278 -0.057 -0.015 0.054
C 2.3709 -0.3178 -0.8160 -0.209 -0.064 0.324
N 1.3367 -0.4957 -0.0317 -0.087 -0.292 -0.036
N 2.2181 0.0692 -2.1230 -0.045 0.074 -0.136
C 1.0454 0.4888 -2.7506 0.277 0.018 -0.023
N 1.2640 1.0124 -3.9912 -0.054 -0.202 0.120
N -0.0930 0.3441 -2.1981 -0.292 -0.067 0.213
H 5.6826 -0.2293 -0.6518 -0.003 0.017 0.007
H 4.7019 0.8683 -1.6075 0.006 0.007 0.027
H 4.8868 -0.8419 -2.0910 0.001 -0.004 0.015
H 4.9337 -1.2897 1.0276 0.000 0.011 -0.028
H 3.3138 -1.9721 1.0751 -0.003 0.008 0.015
H 3.6183 -0.3310 1.7070 0.016 -0.017 0.015
H 1.6213 -0.6686 0.9241 0.004 -0.044 -0.036
H 3.0366 0.0254 -2.7049 -0.031 -0.019 -0.016
H 2.1578 1.3966 -4.2391 0.006 0.067 0.018
H 0.4719 1.3436 -4.5136 0.000 0.033 -0.017
H -0.8462 0.7402 -2.7534 -0.015 0.014 0.038
F -4.1445 0.4182 -0.6886 -0.235 -0.071 0.011
B -3.2589 0.0470 -1.6123 0.262 -0.382 0.131
F -3.1015 0.9050 -2.6316 0.079 0.132 -0.176
C -2.3883 -1.2179 -1.4905 -0.056 0.281 0.130
H -1.9557 -1.5472 -2.4344 -0.107 -0.068 -0.013
H -2.8263 -2.0312 -0.9107 -0.055 -0.036 -0.104
```
Positions in Å, forces in eV/Å.

Summary:
Frontier orbital gap (spin up / spin down) = 7.464 / 6.957 eV
Highest occupied orbital energy (spin up / spin down) = -10.02 / -9.68 eV
Calculated total energy = -40434.32559 eV
Expectation value of S² = 0.756
Charge = +1
Spin multiplicity = 2
Maximum force = 0.67 eV/A
LUMO level (spin up / spin down) = -0.0941 / -0.1000 Eh